Record 1
Formula: C10H12O
Source: the OMol25 dataset
Level of theory: ωB97M-V with the def2-TZVPD basis set

Geometry as XYZ:
```
23
Properties=species:S:1:pos:R:3:forces:R:3:nbo_charge:R:1
H -2.148228 0.718850 -1.815446 -0.076 -0.021 -0.024 0.22
H -1.683342 1.151976 3.414521 -0.022 0.070 -0.021 0.24
H 0.083115 1.258829 3.229603 -0.034 0.057 0.093 0.24
O -1.866918 -1.111691 1.684045 -0.939 -0.141 -0.263 -0.58
H -0.212207 -3.067209 0.420478 0.011 -0.071 0.022 0.24
H 2.778402 0.858913 -1.989517 0.043 0.023 0.005 0.21
H -0.939143 2.617780 -0.828803 -0.042 0.054 0.054 0.21
C 0.994791 1.855078 -1.338794 0.076 0.133 0.085 -0.21
C -0.752386 0.591208 3.440592 0.071 0.074 0.169 -0.68
C 0.409535 -2.273760 0.828933 0.169 0.001 -0.123 -0.68
C -1.070311 0.754492 -1.871514 -0.127 0.041 0.052 -0.19
C 1.697660 0.834783 -1.957411 0.134 0.004 -0.012 -0.22
H 1.192175 -2.702534 1.453693 0.048 -0.075 -0.087 0.24
C -0.388867 1.820266 -1.306090 -0.043 0.003 0.079 -0.21
H -0.893864 -1.098118 -2.936111 -0.068 -0.035 -0.018 0.21
C -0.369045 -0.264858 -2.491021 0.028 -0.100 -0.077 -0.22
H 1.526630 2.676764 -0.876888 0.009 0.027 -0.020 0.21
H -0.624098 0.173510 4.441016 -0.050 0.076 0.033 0.24
C -0.786145 -0.468736 2.443848 0.836 -0.904 -0.743 0.25
H 1.571020 -1.006466 -3.032984 -0.025 -0.044 -0.014 0.21
C 1.015128 -0.218435 -2.541692 0.102 -0.131 -0.055 -0.22
H 0.871444 -1.728870 0.003256 0.005 -0.078 -0.070 0.25
C -0.405345 -1.371771 1.626286 -0.107 1.041 0.937 0.24
```
Forces are in eV/Å.

Output
- ΔE to the lowest compared entry with this formula, charge and spin: 85.8 kcal per mole
- Orbital gap: 8.108 eV
- Structure (SMILES): CC1=C(C)O1.c1ccccc1
- Highest occupied orbital energy: -7.207 eV


Record 2
Formula: C10H12O2
Source: the OMol25 dataset
Level of theory: ωB97M-V with the def2-TZVPD basis set

Geometry as XYZ:
```
24
Properties=species:S:1:pos:R:3:forces:R:3:nbo_charge:R:1
O 0.156722 0.953841 -1.875628 -0.194 -1.863 -0.710 -0.50
H -3.455934 -0.903737 0.862583 0.204 -0.233 -0.329 0.20
C -2.374672 -0.932971 0.985343 -2.276 1.083 -3.815 -0.20
H 0.807324 -1.199545 -2.733248 0.246 -0.880 1.080 0.23
H -2.574890 -1.545984 2.948009 0.710 0.331 0.480 0.20
C 0.270650 -0.443115 1.472953 2.245 0.209 0.636 -0.16
H 0.028204 -0.868699 3.356890 -0.841 -0.267 1.154 0.22
C 1.872059 1.771203 -0.599929 0.098 1.923 1.220 -0.10
H 1.936480 2.116448 0.478945 0.181 -0.007 -1.215 0.17
O 1.927606 0.387873 -0.617984 0.158 -0.699 -0.307 -0.53
H -0.226312 2.176305 -0.288511 0.492 -0.022 -0.637 0.16
H 1.663999 -1.870135 -1.284055 2.471 -1.206 0.801 0.23
C 0.620943 -0.052820 -0.991655 1.806 -0.975 -1.364 0.49
C -0.587229 -0.739420 2.488098 2.590 0.008 0.983 -0.27
C 0.807692 -1.443067 -1.625818 -1.797 3.432 -3.002 -0.61
H -1.985114 -0.502202 -1.062066 0.356 0.184 1.071 0.22
C -1.557472 -0.544616 -0.023457 -2.562 -0.530 -2.928 -0.23
C -1.894680 -1.015521 2.278105 -0.273 -1.205 4.103 -0.17
H -0.046226 -1.971135 -1.342746 -1.148 -1.416 -0.107 0.21
H 1.385406 -0.398985 1.575263 -1.306 -0.053 0.300 0.22
H 0.361065 2.940915 -1.739689 0.248 0.916 -0.814 0.20
H 2.621196 2.275535 -1.233246 0.190 -0.599 0.392 0.18
C -0.246767 -0.259069 0.129824 -0.367 0.691 0.719 -0.07
C 0.489949 2.068903 -1.157980 -1.233 1.181 2.287 -0.10
```
Forces are in eV/Å.

Output
- ΔE to the lowest compared entry with this formula, charge and spin: 0.0 kcal per mole
- Orbital gap (spin up / spin down): 5.935 / 6.973 eV
- Expectation value of S²: 2.05
- Multiplicity: 3
- Highest occupied orbital energy (spin up / spin down): -4.984 / -9.561 eV


Record 3
Formula: C10H12OS
Source: the OMol25 dataset
Level of theory: ωB97M-V with the def2-TZVPD basis set

Geometry as XYZ:
```
24
Properties=species:S:1:pos:R:3:forces:R:3:nbo_charge:R:1
S 1.915627 1.124975 -0.525538 0.607 0.735 -0.524 0.26
H 3.103579 -0.907517 0.747403 -0.472 0.370 1.667 0.15
C -2.329729 1.645611 0.081960 -2.269 0.298 0.237 -0.24
C -2.747771 -0.759669 0.195050 1.081 1.055 0.244 -0.22
H 0.785928 -0.512343 -2.960150 0.442 0.015 -1.288 0.24
H -0.535076 2.333143 -0.862396 -0.661 -0.769 0.473 0.22
H 2.199454 -1.080336 -1.937728 2.997 -0.086 -0.836 0.24
C 2.206230 -0.589349 1.395182 -0.033 -1.329 -1.933 -0.09
H 1.130197 1.102820 1.822036 -0.266 0.776 0.005 0.23
C -0.611353 0.097731 -0.662097 -2.579 2.840 0.773 -0.18
H -2.715037 2.637236 0.125735 -0.438 0.587 0.478 0.21
O 1.104120 -1.278641 0.870174 0.718 1.753 -0.748 -0.68
C -1.164765 1.488513 -0.495041 4.995 -2.548 -2.059 -0.16
H -3.308457 -1.606839 0.552957 -0.281 0.016 -0.095 0.22
H -4.015070 0.782782 0.868428 -2.445 0.298 1.142 0.20
C 0.770977 -0.098934 -1.012322 0.092 -1.174 3.162 0.17
C 2.048470 0.911099 1.287150 0.231 -0.347 -0.354 -0.52
C 1.197326 -1.002239 -2.104846 -2.570 -1.417 1.070 -0.69
C -3.122507 0.559304 0.428921 1.239 -1.329 -0.784 -0.17
H 0.825754 -2.082234 -2.063645 -0.147 1.664 0.215 0.25
H 2.953411 1.446236 1.701129 -1.112 -0.258 -0.747 0.24
H 2.265507 -0.679141 2.481157 0.424 -0.932 0.169 0.20
H -0.888721 -1.947675 -0.277769 -1.463 1.244 -0.144 0.24
C -1.457535 -0.953023 -0.314012 1.908 -1.462 -0.123 -0.13
```
Forces are in eV/Å.

Output
- ΔE to the lowest compared entry with this formula, charge and spin: 75.9 kcal per mole
- Orbital gap (spin up / spin down): 7.813 / 7.816 eV
- Highest occupied orbital energy (spin up / spin down): -8.396 / -8.400 eV


Record 4
Formula: C10H12OS
Source: the OMol25 dataset
Level of theory: ωB97M-V with the def2-TZVPD basis set

Geometry as XYZ:
```
24
Properties=species:S:1:pos:R:3:forces:R:3:nbo_charge:R:1
C 0.784151 1.203673 1.570625 3.385 2.776 0.804 -0.60
H 0.284200 0.521567 -2.795195 -0.658 0.246 -1.105 0.22
H 1.666610 1.662743 2.338861 -2.292 -1.182 -2.387 0.22
S -2.099525 0.934100 0.631877 1.235 -1.296 -0.671 0.44
H -1.627203 -2.359545 -0.823979 -0.421 -0.144 0.386 0.23
H 2.667657 -1.297363 0.031334 0.535 1.539 0.554 0.20
O 1.309494 2.338789 -1.240569 0.087 -1.219 0.601 -0.57
C -3.373390 -1.157471 -0.120208 -0.854 0.488 -0.491 -0.25
C 0.911662 0.153174 -2.038228 0.939 -1.894 2.867 -0.46
H 3.049753 -0.588756 1.682180 -1.224 0.794 -1.877 0.23
C 1.323252 0.410970 0.365335 0.077 -0.146 0.406 -0.20
C 2.704363 -0.296445 0.593986 0.328 -1.095 0.694 -0.60
H 0.212386 0.567796 2.162608 -0.850 -1.237 1.204 0.21
H 1.536919 -0.747375 -2.205049 -0.461 0.782 -0.091 0.22
C -3.560663 0.123615 0.317889 2.013 -0.680 -0.191 -0.40
C -1.139774 -0.474036 0.039553 -3.092 -0.212 0.817 -0.24
H -4.336022 0.786204 0.165982 -2.150 0.682 0.275 0.23
H 3.489014 0.388603 0.202370 -0.334 -0.748 0.141 0.23
H 0.732174 -1.496741 -0.292247 -0.260 -1.900 -0.039 0.22
C -2.037293 -1.498716 -0.300215 1.714 0.925 0.060 -0.22
C 0.243284 -0.605302 -0.061477 2.517 2.761 -2.378 -0.07
C 1.338988 1.128363 -1.038540 -0.640 1.348 0.476 0.53
H -4.198900 -1.737162 -0.477467 -0.250 -0.386 -0.019 0.23
H 0.118870 2.039313 1.290574 0.656 -0.205 -0.035 0.23
```
Forces are in eV/Å.

Output
- ΔE to the lowest compared entry with this formula, charge and spin: 83.1 kcal per mole
- Orbital gap (spin up / spin down): 7.224 / 7.219 eV
- Highest occupied orbital energy (spin up / spin down): -7.757 / -7.751 eV


Record 5
Formula: C10H12OSe
Source: the OMol25 dataset
Level of theory: ωB97M-V with the def2-TZVPD basis set

Geometry as XYZ:
```
24
Properties=species:S:1:pos:R:3:forces:R:3:nbo_charge:R:1
H 2.822107 -3.239343 2.469269 -0.874 0.462 -0.734 0.21
C 1.113412 -2.673732 -0.367544 -1.185 -0.059 0.465 -0.17
C -3.670295 1.565073 0.119898 -0.609 -0.374 -0.164 0.43
C 0.498437 1.754817 -0.588291 0.795 -2.012 0.367 -0.29
H -1.933940 0.319608 -0.093111 -0.212 -0.331 -0.378 0.25
H 2.597567 -0.818284 2.610971 0.029 -0.190 -0.950 0.22
H -3.270227 0.106281 -1.419485 -0.203 -0.947 0.202 0.23
C 1.552522 -0.664522 0.719237 -0.063 3.270 1.525 -0.12
C -2.724713 0.721164 -0.726344 -0.401 2.276 -0.210 -0.72
H 0.754041 3.045898 -2.130853 0.468 -0.636 -3.779 0.25
C 2.223138 -2.715075 1.677860 1.139 -0.219 1.454 -0.18
H -4.626538 1.989704 -0.264037 0.364 -0.350 -0.918 0.11
H -2.293627 1.456358 -1.445315 0.203 -0.313 0.540 0.24
H 0.508064 -0.670092 -1.058535 -0.148 -0.682 0.389 0.25
H -0.576444 3.377707 -1.109114 -0.299 0.304 -0.309 0.25
H 1.088450 3.859325 -0.792919 0.396 0.705 0.955 0.18
H 0.769168 -3.189513 -1.203283 -0.718 -0.602 -1.516 0.21
C 0.464012 3.074744 -1.168517 -0.826 1.114 3.229 -0.76
O -3.496487 1.822243 1.275377 0.772 -0.004 0.920 -0.53
H 1.851161 -4.421914 0.608825 0.019 -2.856 -0.425 0.21
C 1.634933 -3.430526 0.648237 1.156 3.223 0.659 -0.22
Se 1.591750 1.358115 0.786843 -0.252 -0.636 -0.582 0.48
C 0.913663 -1.305954 -0.249754 -0.151 -0.283 -3.143 -0.26
C 2.209843 -1.322074 1.700595 0.598 -0.860 2.401 -0.26
```
Forces are in eV/Å.

Output
- ΔE to the lowest compared entry with this formula, charge and spin: 55.4 kcal per mole
- Orbital gap: 8.034 eV
- Highest occupied orbital energy: -8.067 eV


Record 6
Formula: C10H12P2
Source: the OMol25 dataset
Level of theory: ωB97M-V with the def2-TZVPD basis set

Geometry as XYZ:
```
24
Properties=species:S:1:pos:R:3:forces:R:3:nbo_charge:R:1
C -2.030786 0.586399 0.814482 2.289 0.417 -0.210 -0.67
H 0.712035 -0.789188 2.396008 -1.374 -0.787 2.460 0.21
C 1.814741 -1.629870 0.852549 -1.358 -0.456 2.633 -0.23
C -1.852819 -1.736937 -1.063227 -0.679 -2.737 0.467 -0.23
H 2.757208 -0.328101 -2.089064 0.433 0.894 1.060 0.22
C 2.358897 -1.439067 -0.427611 2.052 -1.606 -2.028 -0.27
P 0.944271 1.032235 0.813869 0.374 -0.257 0.058 0.54
H -2.462857 1.584510 0.927746 0.646 0.031 0.421 0.24
P -0.627344 0.657298 -0.629880 -2.254 0.489 1.033 0.48
C 1.069183 -0.664146 1.452879 2.126 0.295 -2.260 -0.49
C -3.081746 -1.334881 -0.366420 -1.138 1.079 1.411 -0.25
C -0.678584 -1.104585 -0.959208 1.404 -0.771 -1.674 -0.52
H -2.009501 -2.840676 -1.417151 1.032 2.104 0.266 0.21
H -3.989828 -1.987202 -0.402327 1.018 0.555 -0.349 0.21
H 2.730049 -2.332306 -1.028902 -1.105 0.984 0.780 0.22
H 1.816548 -2.626953 1.367650 0.326 0.946 -0.706 0.22
H 2.586949 1.847911 -0.796284 0.023 0.993 -0.449 0.24
H -4.053129 -0.193112 1.103543 0.036 0.048 0.091 0.21
C 2.521369 0.994018 -0.170114 -2.083 -0.113 -1.137 -0.74
H 3.175273 1.129480 0.640056 1.662 -0.334 0.806 0.24
C 2.607332 -0.248487 -0.984365 0.104 -0.770 -0.479 -0.16
C -3.134253 -0.316555 0.540519 -0.786 -2.226 -2.031 -0.17
H -1.489527 0.176933 1.727229 -0.705 0.977 -0.627 0.22
H 0.316986 -1.500113 -1.366899 -2.044 0.244 0.465 0.25
```
Forces are in eV/Å.

Output
- ΔE to the lowest compared entry with this formula, charge and spin: 36.0 kcal per mole
- Orbital gap: 7.897 eV
- Structure (SMILES): C1=CCP(#P2C=CC=CC2)C=C1
- Highest occupied orbital energy: -7.740 eV


| no. | energy (eV) |
| --- | --- |
| 1 | -12608.357 |
| 2 | -14653.628 |
| 3 | -23443.571 |
| 4 | -23443.258 |
| 5 | -77953.682 |
| 6 | -29138.658 |